This record from the Open Molecules 2025 dataset describes a molecular structure, C25H70CaN2O15S in a non-equilibrium geometry. The level of theory is ωB97M-V/def2-TZVPD.

Results
- Max |F|: 3.5 eV/A
- Total charge: 0

```
114
Properties=species:S:1:pos:R:3:mulliken_charge:R:1
O -23.5462 -13.3455 12.7474 -0.295
H -25.1294 -10.7014 8.3663 0.611
H -24.4218 -16.2704 11.9634 -0.113
H -24.0476 -14.9921 6.5830 0.315
O -20.3401 -16.7603 7.1931 -0.597
H -19.9738 -12.9289 5.6730 0.280
H -20.3663 -18.8916 13.0438 0.378
H -20.3772 -16.6360 8.1443 0.119
H -19.2450 -11.8200 6.7752 0.258
H -27.1512 -11.8108 10.0440 0.326
Ca -23.4325 -13.8972 10.4688 2.181
C -23.2996 -10.9147 9.4670 -0.505
C -25.0921 -15.9943 8.6465 -1.690
H -21.7032 -11.5751 10.4424 -0.194
O -19.8008 -14.1085 10.9642 -0.303
O -26.2459 -17.0157 13.6126 -0.235
H -18.8729 -22.4530 8.8308 0.341
C -19.9118 -19.7441 8.4029 -0.406
H -22.1997 -16.7276 6.2738 0.234
H -24.0813 -15.1364 13.6383 0.024
N -22.6974 -11.7291 10.5321 -0.100
C -19.1795 -15.4358 13.8216 -0.227
H -22.7629 -20.7180 11.7733 0.390
C -17.0658 -16.4236 10.2521 1.522
H -18.3212 -12.0496 12.3067 0.276
H -25.2722 -17.6032 10.1759 0.847
C -26.6462 -12.4195 9.2939 -1.031
H -17.9768 -14.9435 8.9732 -0.090
O -19.5017 -14.1203 13.6192 -0.557
C -17.0099 -15.4314 9.0954 -0.958
H -26.1921 -14.6292 12.2874 0.279
H -20.4955 -20.4122 9.0362 0.209
H -14.8466 -16.3990 10.6146 0.412
H -19.2728 -13.6198 7.1438 0.075
H -26.0211 -18.4353 15.0711 0.264
C -18.3198 -21.7957 8.1600 -1.599
H -17.9728 -19.1598 9.9147 0.538
H -22.3237 -14.7982 13.6944 -0.144
C -26.6290 -18.2938 14.1775 -0.797
O -18.0136 -20.1093 9.7794 -0.585
H -26.1617 -15.8794 8.4706 0.427
C -19.7997 -12.7575 6.7353 -0.523
H -27.0599 -13.4106 9.4798 0.155
H -25.5012 -14.0370 6.9778 0.302
C -20.6941 -18.7626 12.0123 -0.971
H -20.3924 -19.8154 7.4272 0.445
C -22.1506 -18.5992 11.7602 1.590
H -23.4640 -13.9458 14.7443 0.512
H -26.7893 -15.3505 10.7314 0.291
H -20.1376 -17.8977 11.6513 -0.047
H -23.0340 -11.3004 8.4827 0.000
H -19.5916 -13.9822 12.6734 0.235
H -23.1167 -11.6441 13.9086 0.591
C -24.4730 -14.2563 7.2654 -1.262
O -24.4042 -14.7493 8.5675 0.575
C -24.8386 -10.9564 9.3854 -1.206
C -18.4557 -20.2952 8.4488 0.592
H -18.7947 -16.8615 9.6993 -0.078
C -18.8176 -11.2308 11.7859 -0.921
H -21.0136 -12.9372 8.2795 0.053
H -18.0649 -10.6816 11.2203 0.356
C -23.1050 -11.1550 11.8102 -0.816
H -19.2637 -16.0023 12.8942 -0.160
H -21.5256 -15.1176 6.8228 -0.099
H -17.4446 -15.9359 11.1503 -0.269
H -17.8922 -19.7001 7.7302 0.198
H -20.2602 -19.6209 11.4993 0.333
C -15.7010 -17.0553 10.4489 -1.788
H -23.0781 -19.8515 13.3221 0.326
H -26.9151 -17.5888 11.6735 0.441
H -24.1309 -10.7879 11.8385 0.358
H -25.2729 -10.2268 10.0689 0.434
C -26.8488 -16.7273 12.3379 -1.047
H -24.7979 -16.6715 7.8447 0.527
H -22.1043 -16.6917 12.1090 -0.273
H -19.8807 -15.8818 14.5270 0.249
H -22.5202 -10.2488 11.9675 0.562
H -20.9878 -15.9135 5.3945 0.423
H -17.2656 -22.0706 8.1245 0.376
S -20.7751 -14.9270 10.2622 1.167
H -26.4590 -19.1031 13.4675 0.292
C -23.3214 -14.3626 13.7473 -0.526
H -22.2757 -18.4320 10.6904 -0.383
C -21.3152 -16.1068 6.4161 -0.372
O -21.0270 -12.5855 7.3864 -0.599
H -27.6803 -18.4122 14.4401 0.317
O -25.2795 -12.3122 9.6340 0.169
H -15.7360 -17.8108 11.2338 0.391
H -24.0982 -19.6424 11.8569 0.276
H -15.4799 -17.5472 9.5017 0.365
H -19.6191 -12.6191 10.6579 0.369
C -22.8184 -12.1222 12.9757 -0.760
H -19.9541 -18.7272 8.7931 -0.355
C -23.0855 -19.7845 12.2342 -1.572
O -19.7341 -11.6698 10.7431 -0.707
H -27.8725 -16.4528 12.5925 0.538
H -21.7442 -12.3057 13.0022 0.148
O -20.2388 -16.1069 9.5696 0.788
O -18.0521 -17.4048 9.9730 -0.304
H -18.1146 -15.4078 14.0524 0.358
H -19.2063 -10.5721 12.5627 0.267
H -23.8825 -13.3492 7.1366 0.185
O -22.5663 -17.4427 12.4886 -0.514
C -26.1934 -15.5000 11.6317 -0.888
H -18.6611 -22.0752 7.1632 0.394
C -24.7498 -16.6627 10.0010 -0.015
H -16.8455 -15.9997 8.1799 0.347
O -21.5183 -14.0825 9.3485 -1.211
H -23.7147 -16.9744 9.8617 -0.622
H -16.2453 -14.6657 9.2266 0.461
H -22.9517 -9.8847 9.5459 0.604
O -21.8583 -15.2641 11.1672 0.001
H -26.8666 -12.1195 8.2694 0.357
N -24.8235 -15.7572 11.1918 0.693
```

---

This record from the Open Molecules 2025 dataset describes 2 unconnected molecules or ions with the total composition C4H8Cl3OP in a non-equilibrium geometry. The level of theory is ωB97M-V/def2-TZVPD.

Results
- Max |F|: 3.2 eV/A
- Total charge: 0
- SMILES string: C=C(Cl)CC.OP(Cl)Cl

```
17
Properties=species:S:1:pos:R:3:nbo_charge:R:1
O -3.4187 -0.2361 -1.5920 -1.047
H 2.0691 -0.4639 0.2370 0.220
C -0.9120 -1.0262 -1.7805 -0.526
H -1.5597 -1.8856 -2.1487 0.246
H 1.8098 0.4199 -1.4113 0.211
H -2.5443 -0.1677 -2.1415 0.537
Cl -4.8263 -1.4587 0.4853 -0.293
H -0.4921 1.2226 -0.5184 0.221
C 0.1148 0.4064 -0.0041 -0.458
P -3.4739 0.0469 0.0440 1.127
C 1.5893 0.3972 -0.3442 -0.613
C -0.6020 -0.8618 -0.5054 0.043
H 2.0930 1.3264 -0.2451 0.225
H 0.1324 0.4151 1.0213 0.229
Cl -1.0429 -2.1616 0.6033 0.001
H -0.7029 -0.2052 -2.4749 0.214
Cl -4.6299 1.8200 0.3428 -0.337
```

---

This record from the Open Molecules 2025 dataset describes a single C4H5BrO molecule in a non-equilibrium geometry. The level of theory is ωB97M-V/def2-TZVPD.

Results
- Max |F|: 7.1 eV/A
- Total charge: 0
- SMILES string: O=CC1(Br)CC1

```
11
Properties=species:S:1:pos:R:3:nbo_charge:R:1
H -0.2321 -1.4971 -1.2086 0.221
H 0.6580 0.0506 -1.3167 0.222
O -2.2367 2.5672 -0.3114 -0.486
H -0.4452 2.4728 0.3202 0.117
H 0.6017 0.1508 1.3458 0.218
H -0.4394 -1.3144 1.3690 0.224
C -1.2716 0.0795 -0.0118 -0.287
C -0.0866 -0.4926 0.8208 -0.433
Br -2.9802 -0.4720 0.1422 0.145
C -0.0003 -0.5449 -0.7689 -0.410
C -1.2543 1.9712 -0.0641 0.469
```

---

This record from the Open Molecules 2025 dataset describes a molecular structure, C33H40N5O7S3SeTi. The level of theory is ωB97M-V/def2-TZVPD.

Results
- Max |F|: 0.4 eV/A
- Total charge: +1

```
90
Properties=species:S:1:pos:R:3:mulliken_charge:R:1
N -1.6185 -3.8931 0.5591 0.258
H -3.7861 -4.7214 -2.4008 0.497
C -3.6426 -4.3349 -1.3928 -1.285
C 0.9735 5.9246 4.1147 -0.693
H -3.2258 -4.8266 1.5831 0.316
H -3.6113 -2.4875 -3.0838 0.553
N -0.2799 -1.2035 1.1421 -0.664
O 0.7298 -0.8174 -2.5486 -0.174
H 2.9340 -5.5138 -0.6704 0.583
C 1.0968 4.6304 3.6450 -0.258
H -0.3694 7.4038 4.8955 0.407
H -0.6261 -5.2922 1.7213 0.461
H 4.9167 -2.4553 -1.2540 0.221
C -2.8439 3.0359 2.6868 -0.728
Ti 0.6320 -1.0781 -0.7299 -1.173
H -3.5595 2.0714 0.0076 0.706
O 0.0877 0.1006 -4.4865 -0.638
H 1.2961 4.1136 -2.7810 0.488
C -0.3997 -4.3712 1.1834 -0.953
H -1.8966 1.9747 -3.9043 0.653
S 2.1411 -3.7228 -2.0390 0.298
H -4.5939 -3.9458 -1.0301 0.353
C -2.8054 2.1869 -1.9681 -0.295
H -2.4998 -3.4169 2.3818 0.377
C 1.1935 1.8232 -0.2997 0.065
S 2.6741 -2.0840 0.7986 0.379
C 1.1439 3.7068 -1.7896 -0.765
C 4.7675 -1.4087 -1.0017 -0.622
H -2.3626 5.9283 4.7772 0.488
N -1.0600 0.1633 -1.1768 2.265
H 4.9634 -1.6076 1.1513 0.659
H 2.0581 4.2360 3.3397 0.465
O -4.2480 3.9087 -1.3345 -0.696
H 0.6177 0.9223 1.9878 0.602
C -0.2713 6.3933 4.5227 -0.596
C 0.7470 2.6575 0.7585 1.386
H 5.7372 -0.9143 -1.0683 0.524
C -2.8488 1.6508 -0.6908 -1.162
N 0.1007 2.4588 3.1452 0.479
C -1.2792 4.2813 3.9787 0.725
C 3.3740 -3.2426 -3.2893 -1.068
C 4.2375 -1.2526 0.4181 -1.060
O -3.6347 3.7299 -3.5214 -0.703
H 4.3610 -1.5866 -4.2149 0.693
C -1.9690 0.6548 -0.3243 -0.638
O -0.4727 -2.7262 -1.0368 0.089
H -0.1417 1.7433 3.8339 0.204
C -0.5911 -1.1374 2.2685 0.167
O -2.3693 3.4692 3.9699 -0.530
C -0.0301 3.8230 3.5698 -0.275
H -3.9177 3.2061 2.6534 0.417
C 3.5024 -1.7482 -3.5622 -0.619
H -1.9047 -2.8716 -3.3957 0.306
C -1.0757 0.6269 -2.4480 0.326
C -1.9240 1.6124 -2.8842 -0.955
H 4.3293 -3.6718 -2.9912 0.433
C 3.1962 -4.4594 -0.7588 -1.192
C -1.3894 5.5795 4.4599 -0.504
C 0.6611 4.5311 -0.7713 -1.209
Se -1.0401 -0.9460 3.9632 -0.031
H 3.0941 -3.7333 -4.2212 0.513
C 0.4814 4.0171 0.4889 -0.475
H -2.6408 1.9697 2.5670 0.135
C 3.0969 -3.8320 0.6401 -0.943
H 2.6202 -1.3812 -4.0894 0.191
H 0.4285 5.5665 -0.9739 0.450
C -0.0585 -0.0381 -3.3100 0.741
H -1.9665 0.2485 0.6756 0.429
C 1.4145 2.3721 -1.5602 -0.373
H 0.0141 -3.6461 1.8880 0.259
H 0.3280 -4.5954 0.4081 0.156
H 0.1163 4.6614 1.2739 0.349
H 4.0368 -0.2025 0.6369 0.315
H -3.5491 -3.1840 0.9862 0.368
C 0.4940 1.9969 1.9990 -0.698
C -1.5583 -3.2824 -0.6389 0.486
H -2.3550 -1.4504 -2.4288 0.002
H 2.3370 -4.3357 1.2321 0.435
N -2.6190 -3.2922 -1.4483 0.140
H -2.3777 3.6024 1.8781 0.402
H -3.3172 -5.1522 -0.7574 0.385
O 1.3875 0.5105 -0.1015 -0.087
H 1.8444 6.5618 4.1761 0.427
C -2.7971 -3.8371 1.4191 -1.157
H 1.7877 1.7367 -2.3512 0.406
H 4.2226 -4.4295 -1.1159 0.546
C -3.6624 3.4367 -2.3221 0.373
H 4.0361 -3.9687 1.1790 0.564
S 3.5876 -0.6535 -2.1346 0.077
C -2.6099 -2.4768 -2.6625 -0.771
```

---

Taking the records one at a time from the top gives energy values of -90027.873 -53181.521 -76315.871 -177618.323 eV.
Taking the records one at a time from the top gives LUMO energy values of -0.13 0.30 0.89 -4.21 eV.
Taking the records one at a time from the top gives HOMO-LUMO gap values of 8.447 9.917 10.091 5.733 eV.